[1]
# C23H16CoN4O2

A molecular structure, C23H16CoN4O2 in a non-equilibrium geometry (ωB97M-V with the def2-TZVPD basis set, OMol25).

- Electronic energy: -2638.11119 Ha
- Relative energy (zero: lowest compared OMol25 entry of this formula, charge and spin): 0.00 kcal/mol
- HOMO (spin up / spin down): -11.3 / -11.9 eV
- Net charge: +1
- 2S+1: 5

Cartesian coordinates (Å):
Co -0.0906 0.7184 0.2491
O -2.9118 3.0856 -1.0908
O -3.5963 2.2251 1.1465
N -0.7006 0.4180 2.0984
N -1.5820 1.6793 0.1633
N 0.3589 1.7524 -1.3668
N 1.5916 -0.1267 0.4379
C -0.8968 -3.5880 -1.6564
C 1.4418 2.1389 -3.4548
C 0.4732 -1.9213 -0.5955
C -0.1787 -0.3833 3.0358
C -0.8822 -0.7883 4.1462
C 1.4158 1.6255 -2.1790
C -0.7269 2.4333 -1.8355
C 1.7040 -1.3988 -0.0179
C -2.7373 0.5206 3.4000
C 0.3229 -3.2007 -1.1343
C 2.6528 0.4692 0.9920
C -1.8691 2.4753 -0.9301
C -1.8393 -1.4374 -1.1160
C -0.7503 3.0228 -3.1014
C -1.9825 0.8519 2.2726
C 3.8757 -0.1563 1.1248
C -2.5141 1.6614 1.1834
C 0.3384 2.8658 -3.9231
C 4.0083 -1.4619 0.6622
C -1.9732 -2.7157 -1.6494
C 2.9155 -2.0829 0.0889
C -2.1874 -0.3154 4.3404
C -0.6260 -1.0406 -0.5922
H -3.7254 0.9368 3.4958
H 0.3497 3.3033 -4.9072
H 2.3069 1.9885 -4.0783
H 2.9977 -3.0933 -0.2752
H -1.0128 -4.5769 -2.0729
H -2.9242 -3.0183 -2.0568
H -1.6218 3.5855 -3.3887
H 2.5135 1.4857 1.3410
H 2.2747 1.0984 -1.7854
H -0.4260 -1.4541 4.8594
H 0.8443 -0.7039 2.8910
H 4.9495 -1.9811 0.7500
H 1.1490 -3.8941 -1.1489
H 4.7050 0.3608 1.5776
H -2.6887 -0.7692 -1.1183
H -2.7452 -0.5943 5.2184

Quick look at the natural (NBO) charges, all values in e:
1 Co 1.538
2 O -0.482
3 O -0.483
4 N -0.529
5 N -0.783
6 N -0.529
7 N -0.584
8 C -0.200
9 C -0.227
10 C -0.082
11 C 0.071
12 C -0.227
13 C 0.071
14 C 0.125
15 C 0.214
16 C -0.183
17 C -0.184
18 C 0.044
19 C 0.615
20 C -0.254
21 C -0.183
22 C 0.125
23 C -0.242
24 C 0.615
25 C -0.118
26 C -0.121
27 C -0.169
28 C -0.225
29 C -0.118
30 C -0.249
31 H 0.263
32 H 0.241
33 H 0.242
34 H 0.238
35 H 0.231
36 H 0.231
37 H 0.263
38 H 0.217
39 H 0.208
40 H 0.242
41 H 0.208
42 H 0.241
43 H 0.216
44 H 0.244
45 H 0.230
46 H 0.241

=====

[2]
# C23H17BrFN5O6SW

A molecular structure, C23H17BrFN5O6SW in a non-equilibrium geometry (ωB97M-V with the def2-TZVPD basis set, OMol25).

- Electronic energy: -4750.45504 Ha
- Relative energy (zero: lowest compared OMol25 entry of this formula, charge and spin): 42.53 kcal/mol
- HOMO: -14.1 eV
- Net charge: +2

Cartesian coordinates (Å):
W -0.8665 -0.1982 -0.2828
Br 0.9289 2.0187 -1.6423
S 1.1873 -0.4991 1.2755
F -5.0507 1.4821 -4.6266
O -0.7993 -2.0049 -0.7075
O 0.1467 -1.4186 1.6940
O -1.1202 -4.1083 0.0120
O 1.3955 -0.6809 -0.1854
O -2.9454 -2.7091 1.9480
O -2.2466 -0.9066 0.8010
N 0.2955 0.8903 1.0503
N 6.0931 0.5642 4.2628
N -1.8280 1.5251 0.9446
N 0.1085 -0.4142 -2.4866
N -0.9558 0.8468 3.0688
C -4.2259 1.1488 -3.6442
C 3.8741 -0.2498 1.4979
C -2.3030 -2.2055 1.0872
C 0.0432 -1.5039 -3.2744
C -3.2317 -0.5139 -2.2501
C -2.1621 1.0049 3.5982
C -1.3313 -2.9422 0.0739
C 1.0359 0.4939 -2.8006
C 2.5862 -0.1383 3.5643
C 1.9556 0.3803 -3.8212
C -2.5490 1.7699 -2.0665
C -0.8348 1.1082 1.7817
C -3.0346 1.7065 1.5050
C -3.2510 1.4416 2.8463
C -2.3672 0.4312 -1.6456
C 5.0196 0.0304 2.1976
C -4.1503 -0.1739 -3.2300
C 2.6573 -0.3369 2.1824
C 0.9189 -1.7202 -4.3264
C 4.9813 0.2456 3.5965
C -3.4503 2.1346 -3.0511
C 3.7343 0.1420 4.2593
C 1.8984 -0.7733 -4.5989
H 1.6352 -0.1977 4.0670
H -3.8188 2.0421 0.8365
H -4.2291 1.5488 3.2848
H 2.5989 -0.9146 -5.4093
H 6.0850 0.7002 5.2609
H -4.7978 -0.9104 -3.6794
H 0.8422 -2.6209 -4.9182
H -0.7424 -2.2175 -3.0443
H -1.9676 2.5605 -1.5960
H 5.9686 0.1115 1.6876
H -3.1834 -1.5569 -1.9293
H -3.5559 3.1601 -3.3690
H 3.8918 -0.4022 0.4309
H -2.2474 0.7617 4.6499
H 2.6846 1.1536 -4.0018
H 6.9844 0.6063 3.7955
H 3.6961 0.3069 5.3244

Quick look at the natural (NBO) charges, all values in e:
1 W 2.152
2 Br 0.264
3 S 2.240
4 F -0.288
5 O -0.685
6 O -0.883
7 O -0.403
8 O -0.872
9 O -0.406
10 O -0.677
11 N -0.824
12 N -0.720
13 N -0.495
14 N -0.495
15 N -0.448
16 C 0.527
17 C -0.142
18 C 0.679
19 C 0.092
20 C -0.171
21 C 0.170
22 C 0.678
23 C 0.194
24 C -0.131
25 C -0.254
26 C -0.179
27 C 0.514
28 C 0.134
29 C -0.268
30 C -0.348
31 C -0.255
32 C -0.282
33 C -0.386
34 C -0.225
35 C 0.269
36 C -0.287
37 C -0.264
38 C -0.085
39 H 0.252
40 H 0.244
41 H 0.271
42 H 0.259
43 H 0.418
44 H 0.260
45 H 0.264
46 H 0.238
47 H 0.230
48 H 0.239
49 H 0.219
50 H 0.257
51 H 0.246
52 H 0.240
53 H 0.266
54 H 0.417
55 H 0.242